C49H45BCoN3O3P2 | ωB97M-V with the def2-TZVPD basis set

frontier orbital gap = 7.3 eV
highest occupied orbital energy = -6.9 eV
LUMO energy = 0.446 eV

XYZ file:
```
104
Properties=species:S:1:pos:R:3:forces:R:3:mulliken_charge:R:1
Co -1.607830 -0.189917 -0.461450 -0.14 -0.23 -0.25 -0.058
C -3.010315 2.148465 -2.077064 -0.06 0.19 0.02 -1.176
P -1.285632 1.652591 -1.783526 0.13 -0.29 -0.25 0.795
C -0.575497 1.430138 -3.442792 0.15 0.04 0.13 0.662
C -0.825370 0.188985 -4.029300 0.03 -0.05 -0.03 -0.504
C -0.338365 -0.096419 -5.295708 0.00 0.02 -0.01 -0.818
C 0.418669 0.846460 -5.979272 -0.02 -0.01 0.02 -0.590
C 0.668120 2.083272 -5.401898 -0.03 0.01 0.03 -0.866
C 0.169644 2.377664 -4.138755 -0.08 0.05 -0.14 -0.728
C -0.578590 3.182379 -1.051351 -0.03 -0.01 -0.02 0.853
C -1.401851 3.949352 -0.223435 0.09 -0.03 0.14 -0.972
C -0.917061 5.093441 0.398590 -0.01 -0.04 -0.04 -0.732
C 0.390004 5.502019 0.191692 0.02 0.03 -0.03 -0.795
C 1.213337 4.758732 -0.643214 -0.02 -0.04 0.01 -1.143
C 0.736004 3.608768 -1.252382 -0.04 0.01 0.01 -0.386
C -3.691557 1.865996 -0.779049 0.16 -0.13 -0.12 -0.649
C -4.921320 2.218480 -0.277718 -0.16 -0.05 0.09 -1.180
C -5.116209 1.436548 0.892772 -0.10 0.07 -0.11 -1.282
C -3.993691 0.654003 1.029280 0.18 0.12 0.09 -0.087
C -3.716419 -0.541847 1.875597 -0.07 0.04 0.19 -1.283
P -1.949889 -0.883961 1.624215 0.06 -0.57 -0.12 0.823
C -1.679793 -2.626455 2.108378 0.03 0.08 0.03 0.040
C -0.404654 -3.187119 1.992884 0.02 -0.05 -0.07 -0.232
C -0.193932 -4.525946 2.285447 -0.05 0.01 0.02 -0.933
C -1.251031 -5.326244 2.702573 0.06 -0.02 0.00 -0.700
C -2.516629 -4.778940 2.825505 -0.04 0.05 -0.05 -0.799
C -2.730673 -3.439669 2.525694 0.00 0.01 0.08 -0.632
C -1.188483 0.128139 2.927939 -0.19 0.13 0.20 0.504
C -0.762010 -0.408769 4.136300 0.00 0.04 -0.01 -0.647
C -0.228460 0.420824 5.115411 -0.01 -0.01 -0.01 -0.835
C -0.133963 1.787024 4.896644 0.01 0.01 0.02 -0.693
C -0.573959 2.328984 3.695497 -0.01 -0.04 -0.03 -0.717
C -1.098748 1.504196 2.712830 0.01 -0.02 0.07 0.228
N -3.087272 0.960314 0.051076 -0.11 0.15 0.17 2.755
H -3.387982 1.510524 -2.880925 -0.05 -0.07 0.06 0.598
H -3.082340 3.187786 -2.402505 0.02 0.02 0.00 0.492
H -1.400700 -0.554134 -3.484877 0.00 0.04 0.01 0.320
H -0.542877 -1.060326 -5.744441 0.00 0.01 0.00 0.456
H 0.809996 0.618850 -6.962871 0.00 0.00 0.01 0.392
H 1.247694 2.825526 -5.936712 -0.01 -0.01 0.01 0.431
H 0.350314 3.354480 -3.708164 -0.04 -0.05 -0.08 0.588
H -2.420310 3.639577 -0.027163 -0.02 0.03 -0.03 0.238
H -1.572175 5.663181 1.045768 0.00 0.00 -0.01 0.506
H 0.764931 6.398114 0.669784 0.00 -0.01 0.01 0.402
H 2.236184 5.068676 -0.818556 -0.01 0.00 0.00 0.456
H 1.394615 3.048143 -1.896733 0.06 -0.11 0.07 0.619
H -5.616330 2.913569 -0.725007 0.03 -0.01 0.03 0.537
H -5.989667 1.416500 1.527008 0.02 0.00 -0.02 0.524
H -4.282595 -1.401345 1.511766 -0.07 -0.02 -0.08 0.741
H -3.937832 -0.394330 2.934231 -0.01 -0.04 0.02 0.491
H 0.425296 -2.575965 1.666297 -0.02 0.02 -0.01 0.395
H 0.800792 -4.944482 2.190211 -0.01 0.01 0.00 0.493
H -1.085238 -6.371496 2.932540 0.00 0.01 -0.01 0.385
H -3.350020 -5.392977 3.141881 0.01 0.00 0.01 0.449
H -3.730720 -3.042144 2.620694 -0.02 0.02 0.00 0.448
H -0.829626 -1.475551 4.311552 0.00 0.01 0.00 0.400
H 0.113065 -0.004407 6.050816 0.00 0.00 0.00 0.437
H 0.282365 2.430918 5.661280 0.00 -0.01 -0.01 0.415
H -0.502826 3.394826 3.517059 0.00 -0.01 0.00 0.511
H -1.431874 1.923906 1.769479 0.01 0.00 0.04 -0.010
O -3.132866 -1.099064 -1.379498 -0.39 -0.07 -0.23 -0.030
C -3.451345 -2.333461 -1.155856 0.19 0.28 -0.03 -0.385
C -4.802669 -2.731600 -1.013318 -0.03 -0.09 -0.03 -0.658
C -5.131159 -4.047522 -0.771656 0.00 0.04 -0.02 -0.531
C -4.145914 -5.039620 -0.671106 -0.03 0.07 0.00 -1.128
C -2.825176 -4.674914 -0.817745 0.01 -0.05 0.08 -0.676
C -2.467856 -3.345334 -1.053840 0.13 0.02 0.12 1.026
C -1.087708 -2.954567 -1.279995 -0.13 -0.12 -0.06 0.040
N -0.561123 -1.732950 -1.241932 0.37 0.10 0.16 1.536
C 0.764002 -1.864236 -1.641319 -0.06 0.10 -0.05 -0.954
C 1.039776 -3.161735 -1.895787 -0.13 -0.07 -0.03 -1.474
N -0.138039 -3.835452 -1.665052 0.11 -0.07 -0.03 0.054
H -5.558639 -1.959621 -1.096702 0.01 -0.02 0.01 0.539
H -6.174470 -4.319434 -0.655726 0.02 0.00 0.00 0.431
H -4.414714 -6.068412 -0.473492 0.00 0.01 0.00 0.411
H -2.057868 -5.436335 -0.709724 0.01 0.03 0.02 0.270
H 1.416557 -1.019530 -1.760743 -0.05 0.02 0.06 0.688
H 1.936362 -3.651297 -2.231206 -0.02 0.01 0.01 0.475
H -0.301531 -4.816001 -1.805693 -0.03 0.01 -0.02 0.220
C 6.183525 2.025766 -1.164225 0.01 0.02 -0.03 -2.026
C 6.141398 1.159856 0.095061 -0.06 -0.03 0.03 1.889
C 7.003513 -0.085956 -0.149106 0.01 -0.03 -0.01 -1.676
C 6.737551 1.967422 1.255728 0.02 0.04 0.01 -1.626
C 4.714511 0.729099 0.448579 0.00 0.02 -0.03 0.202
C 4.497516 -0.058787 1.584797 -0.02 -0.02 0.01 0.195
C 3.234090 -0.506240 1.967887 0.11 0.04 -0.01 -2.339
C 2.182676 -0.127544 1.166417 -0.17 -0.16 0.19 0.696
O 0.848302 -0.426075 1.279808 0.27 -0.02 0.00 0.129
B 0.179920 0.195277 0.211084 0.24 0.42 -0.09 1.924
O 1.165677 0.863386 -0.559090 0.03 0.05 0.17 -0.109
C 2.375647 0.654445 0.054577 -0.11 0.14 -0.31 -0.444
C 3.618961 1.094048 -0.341030 0.07 -0.01 0.04 -0.639
H 7.217984 2.300328 -1.380309 -0.02 0.00 0.01 0.431
H 5.613552 2.949770 -1.039482 0.01 -0.03 0.01 0.382
H 5.793674 1.494742 -2.035978 0.02 0.00 0.03 0.379
H 8.019235 0.206210 -0.427408 -0.02 -0.01 0.01 0.460
H 6.587447 -0.692522 -0.956324 0.01 0.01 0.00 0.354
H 7.065831 -0.711473 0.742828 0.00 0.01 -0.02 0.328
H 7.764336 2.260445 1.022396 -0.02 0.00 0.00 0.445
H 6.756629 1.391557 2.181928 0.00 0.00 -0.02 0.320
H 6.156590 2.874065 1.437270 0.00 -0.02 -0.01 0.367
H 5.345017 -0.341382 2.197084 -0.02 0.00 0.00 0.483
H 3.089060 -1.116381 2.849559 -0.01 0.01 -0.01 0.585
H 3.723057 1.692153 -1.235514 -0.01 0.00 0.03 0.494
```
Forces are in eV/Å.